Computed, not measured: C42H52BiBrGeN6O3S2SbSi3 as an isolated structure, with ωB97M-V with the def2-TZVPD basis set.

Computed properties:
E = -243720.361 eV
Multiplicity = 2
Gap between HOMO and LUMO (alpha / beta) = 7.0 / 5.9 eV
Energy above the lowest of the compared OMol25 structures with the same formula, charge and spin = 1.7383 eV

Structure (XYZ):
```
112
C42H52BiBrGeN6O3S2SbSi3 ωB97M-V with the def2-TZVPD basis set
Bi 1.1796 1.0819 0.6342
Br -2.6554 0.3723 2.3553
C -1.2776 -0.0707 3.4969
C -1.3699 -0.8020 4.7162
C -0.2703 -0.9672 5.5479
C 0.9232 -0.3014 5.2430
C 0.9656 0.3060 3.9678
N -0.1016 0.3694 3.1280
C 2.2024 1.0696 3.6184
O 3.0484 1.2067 4.4655
O 2.2104 1.7698 2.5293
H -2.3706 -1.2371 4.9656
H -0.3435 -1.5126 6.4499
H 1.7453 -0.4773 5.9656
S 2.1020 -1.3992 1.3251
C 3.3261 -1.5685 0.0795
C 3.8395 -2.9394 -0.0572
N 4.3029 -3.9607 -0.2212
C 3.6660 -0.6570 -0.8310
S 3.2950 1.0129 -0.8780
C 4.5642 -0.9337 -1.8581
N 5.2638 -1.0251 -2.7554
C 4.0565 6.4472 0.2629
Si 3.7409 4.8036 1.1218
C 3.2532 5.1814 2.9570
C 5.2390 3.6797 1.0925
Ge 1.7070 3.9785 0.0801
Si 1.5886 4.1150 -2.3492
C 0.8210 5.7911 -2.8379
C 3.3961 3.9169 -2.9554
C 0.5806 2.7222 -3.1008
Si -0.4597 4.5286 0.9533
C -0.7243 3.9502 2.7286
C -1.7288 3.6435 -0.0212
C -0.8358 6.3507 0.7030
H 5.0505 6.8615 0.5310
H 3.3271 7.1334 0.5628
H 4.1256 6.5447 -0.8372
H 3.9733 5.8347 3.4469
H 3.1658 4.2183 3.4033
H 2.2590 5.6603 2.9805
H 4.9289 2.6231 0.9662
H 5.7658 3.7114 2.1105
H 5.9820 3.9491 0.2851
H 1.3425 6.6026 -2.2799
H -0.2323 5.8451 -2.6305
H 1.0730 5.9605 -3.8100
H 4.0699 4.5946 -2.4884
H 3.3537 3.8619 -4.0898
H 3.6571 2.8864 -2.7329
H -0.1945 2.3097 -2.4815
H 1.3539 1.9125 -3.1356
H 0.1428 2.9735 -4.0634
H 0.2634 3.9610 3.2680
H -0.9842 2.9046 2.6739
H -1.4753 4.5455 3.1849
H -1.5058 2.5798 -0.1145
H -2.0082 3.8784 -1.0709
H -2.6424 3.8092 0.6165
H 0.0195 6.9808 0.9744
H -1.6934 6.5150 1.4020
H -1.2185 6.3911 -0.2896
C 1.0334 -7.3379 -1.3326
C -0.3402 -7.2759 -1.4158
C -1.0083 -6.2749 -0.7637
C -0.3207 -5.1919 -0.1420
C 1.0755 -5.2012 -0.2653
C 1.7688 -6.2595 -0.8204
Sb -1.3843 -3.4076 0.7859
C -2.8426 -4.6448 1.7945
C -4.0333 -5.0456 1.1014
C -5.0245 -5.6837 1.8262
C -4.8107 -5.9213 3.2188
C -3.6353 -5.6133 3.8496
C -2.6702 -5.0054 3.1098
C -2.6563 -2.9297 -0.8371
C -3.7366 -2.1129 -0.5396
C -4.6270 -1.8028 -1.5395
C -4.5642 -2.3735 -2.8412
C -3.4810 -3.1201 -3.1005
C -2.5258 -3.4318 -2.0565
H 1.5868 -8.1817 -1.7617
H -0.8905 -8.0648 -1.8893
H -2.0516 -6.4207 -0.7304
H 1.6105 -4.3442 0.1967
H 2.8905 -6.2149 -0.8445
H -4.2029 -4.7668 0.0136
H -5.9330 -5.9626 1.2842
H -5.6215 -6.3874 3.7428
H -3.5265 -6.0142 4.8296
H -1.8279 -4.6956 3.7260
H -3.7758 -1.6729 0.5133
H -5.5424 -1.2029 -1.2869
H -5.3051 -2.2056 -3.6111
H -3.2462 -3.5167 -4.0618
H -1.6548 -4.0640 -2.2396
C -2.6803 1.0770 -2.7630
N -1.6550 0.0988 -2.7841
C -1.3998 -0.6178 -3.8930
C -0.4147 -1.5435 -3.9112
C 0.1573 -1.8362 -2.6599
N 0.0870 -1.0044 -1.6039
C -0.8264 -0.0718 -1.6523
O -0.9331 0.7936 -0.7034
N 0.9280 -2.9004 -2.4955
H -2.2818 2.0645 -2.6141
H -3.2480 0.9293 -1.7276
H -3.3686 1.0602 -3.5339
H -1.9730 -0.3879 -4.7808
H -0.2698 -2.1407 -4.8150
H 1.1647 -3.5032 -3.2769
H 1.2082 -3.1631 -1.6014
```

Here are the Löwdin charges for atoms 1 to 6, given in e: Bi 1.4009; Br 0.8334; C -0.7835; C -0.0758; C -0.0490; C 0.0319